[1]
Below is one molecule with the formula C5H8O, with properties calculated with ωB97M-V/def2-TZVPD.

The HOMO energy (alpha / beta) is -7.1 / -6.8 eV. Its HOMO-LUMO gap (alpha / beta) is 7.3 / 6.8 eV. The total energy comes out at -270.40806 a.u. The total charge is 0. The value obtained for the LUMO energy (alpha / beta) is 0.25 / 0.00 eV. Its largest force on an atom is 0.32 eV Å⁻¹.

The geometry in XYZ format:
```
14
C5H8O (ωB97M-V/def2-TZVPD)
C -0.451 -1.067 -1.192
C 0.285 0.206 -0.751
C -0.492 1.159 0.118
C -0.584 0.489 1.405
O 0.884 -0.143 1.543
C 1.283 -0.007 0.318
H -0.790 -1.650 -0.329
H 0.182 -1.718 -1.807
H -1.335 -0.772 -1.765
H 0.755 0.684 -1.616
H -0.210 2.209 0.117
H -1.215 -0.403 1.480
H -0.677 1.106 2.298
H 2.364 -0.091 0.180
```


[2]
Below is a 2-piece molecular cluster, C19H20F overall in a non-equilibrium geometry, with properties calculated with ωB97M-V/def2-TZVPD.

The HOMO energy is -10.7 eV. Its HOMO-LUMO gap is 4.7 eV. The total energy comes out at -835.52694 a.u. The total charge is +1. The value obtained for the LUMO energy is -6.03 eV. Its largest force on an atom is 1.86 eV Å⁻¹.

The geometry in XYZ format:
```
40
C19H20F (ωB97M-V/def2-TZVPD)
C 1.075 -3.087 1.859
C 0.207 -1.888 2.010
C 0.682 -0.657 2.311
C -0.129 0.513 2.233
C 0.273 1.778 2.536
C -0.433 2.936 1.920
H 0.464 -3.993 1.859
H 1.641 -3.068 0.917
H 1.808 -3.153 2.672
H -0.860 -2.033 1.838
H 1.737 -0.530 2.592
H -1.152 0.386 1.849
H 1.191 1.955 3.094
H 0.220 3.808 1.831
H -0.809 2.681 0.917
H -1.315 3.208 2.515
F 0.740 2.093 9.984
C 0.352 1.744 8.709
C -0.249 0.499 8.526
C -0.628 0.151 7.219
C -0.504 1.057 6.178
C -0.001 2.380 6.394
C -0.100 3.319 5.332
C -0.097 4.744 5.424
C -0.232 5.508 4.220
C -0.156 6.890 4.208
C 0.082 7.595 5.399
C 0.157 6.887 6.608
C -0.002 5.503 6.637
C 0.564 2.652 7.681
H -0.400 -0.173 9.368
H -1.038 -0.841 7.030
H -0.825 0.786 5.170
H -0.319 2.902 4.358
H -0.414 4.973 3.290
H -0.278 7.433 3.268
H 0.191 8.679 5.383
H 0.331 7.428 7.542
H -0.076 4.991 7.595
H 1.136 3.559 7.860
```


[3]
Below is an isolated ion of composition C3H4NO2 and charge -1 in a non-equilibrium geometry, with properties calculated with ωB97M-V/def2-TZVPD.

The HOMO energy is -3.0 eV. As for the SMILES: C=C([O-])CN=O. Its HOMO-LUMO gap is 7.6 eV. The total energy comes out at -321.84901 a.u. The total charge is -1. The value obtained for the LUMO energy is 4.54 eV. Its largest force on an atom is 4.58 eV Å⁻¹.

The geometry in XYZ format:
```
10
C3H4NO2 (ωB97M-V/def2-TZVPD)
C 0.649 -0.440 0.267
C -0.705 -0.213 -0.900
C 1.185 0.666 0.744
N -1.581 0.247 0.092
O -2.467 -0.532 0.474
O 0.977 -1.634 0.470
H -0.469 0.642 -1.445
H -0.640 -1.125 -1.497
H 2.113 0.665 1.376
H 0.937 1.722 0.419
```


[4]
Below is a 7-piece molecular cluster, C59H73IN12O20PS2 overall in a non-equilibrium geometry, with properties calculated with ωB97M-V/def2-TZVPD.

The HOMO energy is -10.6 eV. Its HOMO-LUMO gap is 6.7 eV. The total energy comes out at -5888.36778 a.u. The total charge is +1. The value obtained for the LUMO energy is -3.92 eV. Its largest force on an atom is 2.35 eV Å⁻¹.

The geometry in XYZ format:
```
168
C59H73IN12O20PS2 (ωB97M-V/def2-TZVPD)
C 1.271 -1.400 -6.757
C 0.880 -2.746 -6.106
C 1.897 -3.261 -5.053
C 1.306 -3.492 -3.639
C 2.257 -3.024 -2.504
C 1.630 -1.984 -1.524
O 1.705 -2.332 -0.185
C 2.918 -2.022 0.463
C 4.084 -2.998 0.134
C 3.977 -4.406 0.737
C 2.717 -5.240 0.400
C 2.013 -5.815 1.663
C 0.503 -5.466 1.737
C 0.069 -4.792 3.060
C -0.351 -3.318 2.855
S -2.092 -3.016 3.257
C -2.111 -1.305 3.007
N -2.526 -0.390 3.822
N -2.337 0.823 3.238
C -1.790 0.608 2.082
O -1.637 -0.708 1.879
C 2.614 -2.144 1.946
O 3.806 -1.929 2.689
N 3.754 -2.668 3.898
O 4.819 -2.797 4.336
N 3.459 -0.663 0.122
S 2.647 0.629 0.954
C 3.037 2.130 0.087
O 3.164 0.776 2.268
O 1.228 0.446 0.890
C 3.339 -0.409 -1.281
N 4.427 -0.084 -1.913
C 5.746 0.067 -1.301
O 5.946 1.409 -0.989
C 7.201 1.549 -0.294
C 6.905 1.891 1.185
C 6.753 3.421 1.313
N 2.107 -0.561 -1.808
P 1.903 -0.080 -3.505
O 0.348 -0.434 -3.731
I 1.929 2.370 -3.613
H 1.436 -1.500 -7.826
H 2.214 -1.019 -6.359
H 0.531 -0.620 -6.586
H 0.858 -3.466 -6.922
H -0.133 -2.676 -5.716
H 2.302 -4.201 -5.423
H 2.735 -2.565 -5.043
H 1.211 -4.571 -3.541
H 0.299 -3.092 -3.546
H 3.160 -2.585 -2.935
H 2.586 -3.903 -1.962
H 0.573 -1.983 -1.775
H 4.950 -2.527 0.599
H 4.308 -3.023 -0.933
H 4.846 -4.961 0.384
H 4.121 -4.338 1.811
H 1.992 -4.736 -0.230
H 3.049 -6.115 -0.157
H 2.109 -6.897 1.646
H 2.495 -5.489 2.585
H 0.176 -4.877 0.880
H -0.042 -6.409 1.702
H -0.723 -5.353 3.563
H 0.901 -4.771 3.762
H -0.138 -3.037 1.824
H 0.241 -2.662 3.491
H -1.523 1.342 1.350
H 1.795 -1.490 2.243
H 2.253 -3.148 2.162
H 2.678 2.129 -0.937
H 2.450 2.861 0.640
H 4.086 2.386 0.183
H 4.381 0.087 -2.914
H 6.464 -0.217 -2.079
H 5.891 -0.617 -0.468
H 7.780 0.623 -0.305
H 7.798 2.319 -0.768
H 7.678 1.491 1.833
H 5.926 1.451 1.375
H 5.804 3.763 0.904
H 6.871 3.701 2.356
H 7.528 3.880 0.701
H -0.152 -0.470 -2.900
C -3.670 -10.747 4.507
C -2.314 -10.942 4.279
C -1.438 -9.872 4.348
C -1.937 -8.618 4.649
C -3.285 -8.404 4.873
C -4.155 -9.479 4.800
N -1.010 -7.485 4.746
O 0.167 -7.689 4.525
O -1.469 -6.397 5.041
H -4.351 -11.586 4.458
H -1.939 -11.930 4.051
H -0.383 -10.023 4.172
H -3.660 -7.418 5.104
H -5.211 -9.329 4.974
C 10.612 5.369 -4.554
C 9.891 4.992 -3.429
C 9.470 3.681 -3.285
C 9.778 2.762 -4.273
C 10.488 3.124 -5.404
C 10.906 4.437 -5.541
N 9.349 1.366 -4.122
O 8.706 1.064 -3.127
O 9.651 0.583 -4.993
H 10.944 6.393 -4.662
H 9.659 5.720 -2.665
H 8.908 3.389 -2.411
H 10.718 2.399 -6.170
H 11.464 4.734 -6.418
C -4.112 1.750 -0.184
C -3.820 1.084 -1.368
C -4.372 1.514 -2.562
C -5.210 2.615 -2.552
C -5.518 3.285 -1.383
C -4.964 2.846 -0.190
N -5.778 3.088 -3.825
O -5.500 2.464 -4.830
O -6.484 4.072 -3.795
H -3.676 1.412 0.745
H -3.158 0.226 -1.359
H -4.147 0.998 -3.484
H -6.176 4.140 -1.387
H -5.193 3.361 0.731
C -11.143 1.731 0.766
C -9.794 1.470 0.566
C -8.872 2.504 0.608
C -9.320 3.789 0.854
C -10.661 4.068 1.048
C -11.576 3.029 1.002
N -8.346 4.886 0.922
O -7.173 4.614 0.728
O -8.757 5.997 1.168
H -11.859 0.922 0.739
H -9.459 0.459 0.381
H -7.822 2.301 0.454
H -10.995 5.078 1.234
H -12.626 3.228 1.155
C -18.376 2.577 0.602
C -18.290 1.191 0.613
C -17.123 0.571 1.026
C -16.055 1.353 1.427
C -16.121 2.734 1.416
C -17.291 3.347 1.000
N -14.823 0.697 1.887
O -14.786 -0.514 1.869
O -13.909 1.408 2.263
H -19.291 3.058 0.284
H -19.136 0.593 0.302
H -17.055 -0.507 1.035
H -15.279 3.333 1.729
H -17.359 4.426 0.988
C 8.921 8.024 3.546
C 9.646 8.834 2.682
C 9.514 8.681 1.311
C 8.648 7.718 0.827
C 7.923 6.901 1.673
C 8.064 7.055 3.042
N 8.486 7.556 -0.623
O 9.150 8.262 -1.352
O 7.701 6.712 -1.014
H 9.024 8.149 4.616
H 10.315 9.587 3.076
H 10.079 9.309 0.638
H 7.255 6.151 1.278
H 7.502 6.422 3.716
```


[5]
Below is a 8-piece molecular cluster, C53H90O24 overall in a non-equilibrium geometry, with properties calculated with ωB97M-V/def2-TZVPD.

The HOMO energy is -8.6 eV. As for the SMILES: Cc1ccc(CC(=O)O[C@@H](Cc2cccc(C)c2)OC[C@H](C)CC(C)C)cc1.CCOC(=O)OC.CCOC(=O)OC.CCOC(=O)OC.CCOC(=O)OC.CCOC(=O)OC.CCOC(=O)OC.CCOC(=O)OC. Its HOMO-LUMO gap is 9.0 eV. The total energy comes out at -3879.24205 a.u. The total charge is 0. The value obtained for the LUMO energy is 0.47 eV. Its largest force on an atom is 2.58 eV Å⁻¹.

The geometry in XYZ format:
```
167
C53H90O24 (ωB97M-V/def2-TZVPD)
C 8.094 0.499 0.767
C 7.205 -0.138 -0.350
C 7.581 0.109 -1.742
C 6.745 -0.444 -2.797
C 5.531 -1.240 -2.537
C 4.746 -1.731 -3.785
C 3.208 -1.961 -3.506
O 2.819 -3.100 -3.609
O 2.382 -0.893 -3.212
C 1.714 -1.059 -1.933
C 2.086 0.111 -0.943
C 2.474 1.454 -1.627
C 3.835 1.885 -1.919
C 4.098 3.182 -2.523
C 3.014 4.100 -2.847
C 1.633 3.702 -2.585
C 0.405 4.628 -2.888
C 1.387 2.381 -1.974
O 0.322 -1.061 -2.203
C -0.409 -2.007 -1.406
C -1.341 -1.316 -0.286
C -1.637 0.142 -0.801
C -0.536 -1.402 1.065
C -0.932 -0.354 2.178
C 0.434 0.324 2.662
C -1.571 -0.996 3.498
C 5.186 -1.511 -1.152
C 6.023 -0.955 -0.084
H 7.442 0.904 1.585
H 8.598 1.389 0.295
H 8.880 -0.194 1.160
H 8.482 0.722 -1.988
H 7.046 -0.254 -3.858
H 5.217 -2.641 -4.236
H 4.790 -0.941 -4.591
H 2.104 -2.013 -1.498
H 2.965 -0.241 -0.335
H 1.271 0.350 -0.210
H 4.690 1.223 -1.656
H 5.155 3.497 -2.707
H 3.212 5.110 -3.280
H 0.332 4.911 -3.968
H 0.506 5.576 -2.289
H -0.551 4.156 -2.526
H 0.308 2.148 -1.791
H -1.125 -2.525 -2.112
H 0.221 -2.824 -0.964
H -2.276 -1.932 -0.270
H -2.585 0.483 -0.284
H -0.838 0.836 -0.441
H -1.846 0.217 -1.895
H 0.583 -1.391 0.927
H -0.753 -2.425 1.500
H -1.618 0.465 1.851
H 1.185 -0.497 2.843
H 0.858 0.989 1.867
H 0.291 0.903 3.608
H -0.824 -1.645 4.019
H -2.519 -1.522 3.221
H -1.851 -0.123 4.155
H 4.283 -2.113 -0.910
H 5.731 -1.160 0.975
C 10.505 6.604 -2.887
C 11.397 5.697 -2.064
O 10.846 4.376 -1.969
C 11.011 3.604 -3.048
O 11.579 3.915 -4.063
O 10.410 2.430 -2.813
C 10.428 1.536 -3.926
H 9.485 6.597 -2.497
H 10.882 7.628 -2.876
H 10.452 6.270 -3.925
H 11.462 6.078 -1.044
H 12.413 5.662 -2.461
H 11.439 1.391 -4.305
H 9.773 1.910 -4.714
H 10.047 0.574 -3.586
C 1.349 4.584 -7.397
C 1.248 6.056 -7.048
O 2.549 6.632 -6.869
C 3.214 6.914 -7.995
O 2.816 6.739 -9.118
O 4.413 7.404 -7.655
C 5.269 7.662 -8.768
H 1.951 4.055 -6.655
H 0.357 4.129 -7.439
H 1.833 4.440 -8.363
H 0.723 6.168 -6.099
H 0.680 6.610 -7.798
H 4.777 8.295 -9.507
H 5.587 6.722 -9.220
H 6.148 8.185 -8.394
C -7.282 3.802 5.794
C -5.770 3.681 5.825
O -5.334 2.436 5.256
C -5.338 2.381 3.918
O -5.661 3.270 3.173
O -4.947 1.154 3.555
C -4.995 0.922 2.148
H -7.748 2.936 6.267
H -7.606 4.706 6.311
H -7.653 3.842 4.769
H -5.427 3.684 6.861
H -5.289 4.522 5.322
H -4.447 1.690 1.601
H -6.032 0.883 1.814
H -4.524 -0.040 1.952
C 6.183 -6.695 -4.945
C 6.834 -5.327 -4.899
O 8.256 -5.437 -4.757
C 8.925 -5.748 -5.872
O 8.443 -5.928 -6.962
O 10.223 -5.849 -5.563
C 11.047 -6.270 -6.650
H 6.479 -7.290 -4.079
H 5.096 -6.604 -4.959
H 6.492 -7.249 -5.833
H 6.474 -4.785 -4.023
H 6.579 -4.730 -5.777
H 10.896 -5.641 -7.528
H 10.843 -7.315 -6.888
H 12.084 -6.180 -6.333
C -10.001 -2.794 8.444
C -10.145 -1.340 8.847
O -8.862 -0.727 9.043
C -8.210 -0.381 7.928
O -8.606 -0.531 6.798
O -7.030 0.136 8.281
C -6.185 0.463 7.174
H -9.378 -3.331 9.163
H -10.978 -3.277 8.389
H -9.517 -2.888 7.470
H -10.666 -1.277 9.803
H -10.733 -0.776 8.120
H -6.698 1.100 6.462
H -5.836 -0.450 6.690
H -5.322 1.003 7.561
C -2.382 -7.299 -0.989
C -1.240 -6.696 -0.196
O -1.730 -5.935 0.916
C -2.125 -6.648 1.976
O -2.094 -7.848 2.076
O -2.586 -5.796 2.900
C -3.130 -6.433 4.056
H -3.095 -6.526 -1.282
H -2.009 -7.797 -1.885
H -2.932 -8.031 -0.394
H -0.687 -6.000 -0.829
H -0.534 -7.460 0.138
H -2.423 -7.141 4.488
H -4.065 -6.933 3.800
H -3.339 -5.658 4.793
C -16.912 -0.711 7.075
C -16.221 0.637 7.132
O -14.805 0.486 7.289
C -14.133 0.158 6.179
O -14.608 -0.007 5.085
O -12.841 0.019 6.503
C -12.016 -0.425 5.423
H -16.643 -1.316 7.943
H -17.996 -0.587 7.050
H -16.611 -1.272 6.189
H -16.572 1.189 8.004
H -16.448 1.243 6.253
H -12.137 0.208 4.545
H -12.246 -1.464 5.182
H -10.979 -0.366 5.753
```


[6]
Below is C19H20IrN3O6S4 as an isolated structure in a non-equilibrium geometry, with properties calculated with ωB97M-V/def2-TZVPD.

As for the spin multiplicity: 2. The HOMO energy (alpha / beta) is -4.7 / -4.7 eV. Its HOMO-LUMO gap (alpha / beta) is 6.4 / 6.0 eV. The total energy comes out at -3048.81611 a.u. The total charge is -1. The value obtained for the LUMO energy (alpha / beta) is 1.66 / 1.29 eV. Its largest force on an atom is 2.13 eV Å⁻¹.

The geometry in XYZ format:
```
53
C19H20IrN3O6S4 (ωB97M-V/def2-TZVPD)
Ir 0.295 -0.042 -0.806
O 0.277 -2.191 -1.079
C 1.544 -2.665 -0.577
C 1.882 -1.959 0.698
C 2.614 -2.541 1.715
C 2.878 -1.793 2.851
C 2.383 -0.517 2.954
C 1.638 -0.004 1.897
N 1.433 -0.709 0.783
H -0.449 -2.574 -0.562
H 2.287 -2.439 -1.339
H 1.503 -3.745 -0.448
H 2.946 -3.566 1.618
H 3.444 -2.229 3.666
H 2.519 0.090 3.837
H 1.198 0.980 1.953
O 1.026 1.938 -0.736
N 0.341 2.806 0.034
C 0.985 3.945 0.354
C 0.385 4.906 1.110
C -0.925 4.676 1.563
C -1.551 3.516 1.240
C -0.907 2.532 0.441
S -1.630 1.065 0.010
H 1.987 4.010 -0.040
H 0.930 5.805 1.355
H -1.429 5.411 2.179
H -2.542 3.282 1.601
N -0.542 0.156 -2.725
C -1.699 -0.662 -3.140
C -2.489 -1.345 -2.232
C -3.556 -2.112 -2.689
C -3.837 -2.196 -4.048
C -3.042 -1.491 -4.952
C -1.981 -0.728 -4.497
S -5.149 -3.259 -4.655
O -6.044 -3.397 -3.521
O -5.696 -2.524 -5.784
O -4.449 -4.479 -5.024
H -0.804 1.140 -2.787
H 0.217 0.011 -3.381
H -2.291 -1.261 -1.170
H -4.192 -2.650 -1.996
H -3.280 -1.549 -6.007
H -1.359 -0.180 -5.200
C -1.007 -2.410 5.469
O -0.630 -1.039 5.365
C -0.634 -0.431 4.149
S -0.195 1.211 4.239
S -1.032 -1.319 2.762
H -0.858 -2.662 6.518
H -0.392 -3.039 4.827
H -2.049 -2.551 5.186
```


[7]
Below is C16H19Co2O6Si as an isolated structure in a non-equilibrium geometry, with properties calculated with ωB97M-V/def2-TZVPD.

The HOMO energy is -1.6 eV. Its HOMO-LUMO gap is 3.5 eV. The total energy comes out at -4127.42812 a.u. The total charge is -1. The value obtained for the LUMO energy is 1.88 eV. Its largest force on an atom is 4.47 eV Å⁻¹.

The geometry in XYZ format:
```
44
C16H19Co2O6Si (ωB97M-V/def2-TZVPD)
C 1.439 0.064 1.072
C -0.021 0.036 1.284
C -0.541 -0.620 2.504
C -0.937 0.481 0.235
Si -0.785 2.302 -0.344
C -1.724 2.434 -1.964
C -1.607 3.387 0.942
C 0.988 2.809 -0.653
H 1.709 -0.083 0.012
H 1.892 1.010 1.415
H 1.936 -0.735 1.644
H -1.641 -0.588 2.494
H -0.244 -0.029 3.386
H -0.830 -0.140 -0.681
H -1.987 0.414 0.574
H -1.618 3.454 -2.363
H -1.329 1.725 -2.705
H -2.793 2.225 -1.818
H -1.353 4.441 0.756
H -2.701 3.287 0.890
H -1.288 3.132 1.961
H 0.988 3.832 -1.059
H 1.603 2.806 0.256
H 1.460 2.151 -1.396
O 4.128 -2.664 8.542
C 3.577 -2.839 7.543
Co 2.753 -3.187 6.033
C 2.989 -4.925 5.817
O 3.188 -6.061 5.742
C 4.139 -2.783 5.027
O 5.066 -2.538 4.384
C 1.511 -2.076 4.794
C 0.501 -2.393 3.965
C -0.110 -2.096 2.688
Co 0.276 -3.188 5.554
C 0.166 -4.873 5.047
O 0.078 -6.006 4.824
C 0.899 -3.617 7.235
O 0.743 -3.977 8.334
C -1.415 -2.958 6.032
O -2.522 -2.919 6.364
H 1.971 -1.078 4.828
H -1.035 -2.692 2.624
H 0.512 -2.439 1.835
```


Molar mass, record by record: 84.12; 267.37; 86.07; 1492.31; 1111.28; 706.87; 453.27 g/mol